A) Density functional theory data (wB97M-V/def2-TZVPD) for an isolated molecule of C7H9NS.

Calculated values
- HOMO-LUMO gap (eV) = 7.9454

ORCA input file:
```
! wB97M-V def2-TZVPD RIJCOSX def2/J DEFGRID3
* xyz 0 1
C 2.242 1.210 0.586
C 0.301 -0.578 -0.437
C -0.467 0.643 0.050
C 1.626 -0.960 -0.297
C -0.836 2.152 -0.258
C -0.584 -1.624 -0.953
C -1.679 0.143 0.960
N 2.494 0.082 0.165
S 0.541 1.850 1.029
H 2.977 1.976 0.952
H 2.123 -1.843 -0.798
H -0.502 2.564 -1.312
H -1.533 -1.195 -0.913
H -0.562 -2.551 -0.424
H -0.291 -1.866 -1.937
H -2.300 -0.448 0.377
H -2.218 0.918 1.429
H -1.331 -0.473 1.781
*
```

Here are the natural (NBO) charges for atoms 1 to 6, given in e: -0.0109 0.0482 -0.1962 -0.0836 -0.4764 -0.6510

***

B) Density functional theory data (wB97M-V/def2-TZVPD) for an isolated molecule of C7H9NS.

Calculated values
- HOMO-LUMO gap (spin up / spin down) (eV) = 6.4281 / 9.1913

ORCA input file:
```
! wB97M-V def2-TZVPD RIJCOSX def2/J DEFGRID3
* xyz 0 1
C 0.896 -1.626 -0.333
C -0.109 -0.970 -0.849
C 1.911 -0.672 0.175
C 1.408 0.753 -0.023
C -1.250 0.953 0.110
C -0.016 0.527 -0.668
C -2.504 0.397 -0.452
N 3.023 -1.006 0.664
S -3.503 -0.698 0.374
H 1.080 -2.711 -0.138
H 1.320 1.125 0.993
H 1.973 1.320 -0.629
H -1.271 0.501 1.132
H -1.213 1.972 0.234
H 0.118 0.809 -1.720
H -3.005 0.797 -1.339
H 3.577 -0.477 1.178
H -2.435 -0.993 1.290
*
```

Here are the natural (NBO) charges for atoms 1 to 6, given in e: -0.4327 0.2459 0.3222 -0.4781 -0.4563 -0.3169

***

Referenced to the most stable arrangement, the calculated values in hartree are A) 0.0029; B) 0.0000.

***

A) Density functional theory data (wB97M-V/def2-TZVPD) for an isolated molecule of C20H24N2O2.

Calculated values
- HOMO-LUMO gap (eV) = 8.3518
- SMILES = CC(C)(C)NC[C@@H](O)CON=C1c2ccccc2-c2ccccc21

ORCA input file:
```
! wB97M-V def2-TZVPD RIJCOSX def2/J DEFGRID3
* xyz 0 1
C 0.907 2.441 4.640
C 0.677 2.932 3.207
C -0.810 2.780 2.849
C 1.092 4.404 3.114
N 1.553 2.129 2.352
C 1.413 2.267 0.913
C 2.682 1.706 0.252
O 3.812 2.389 0.725
C 2.838 0.189 0.521
O 1.614 -0.507 0.424
N 1.258 -0.707 -0.895
C 0.088 -1.162 -1.121
C -0.381 -1.431 -2.482
C 0.268 -1.290 -3.692
C -0.420 -1.624 -4.851
C -1.726 -2.087 -4.795
C -2.384 -2.229 -3.580
C -1.707 -1.899 -2.421
C -2.114 -1.938 -1.021
C -3.306 -2.307 -0.430
C -3.413 -2.236 0.953
C -2.349 -1.805 1.729
C -1.144 -1.434 1.145
C -1.030 -1.501 -0.231
H 1.964 2.497 4.888
H 0.580 1.408 4.749
H 0.350 3.051 5.346
H -1.016 3.189 1.863
H -1.426 3.307 3.574
H -1.097 1.729 2.852
H 0.565 4.986 3.865
H 2.162 4.498 3.284
H 0.858 4.822 2.139
H 1.430 1.150 2.593
H 1.351 3.327 0.661
H 0.529 1.760 0.500
H 2.633 1.871 -0.830
H 3.656 2.535 1.670
H 3.179 0.031 1.546
H 3.574 -0.230 -0.172
H 1.284 -0.929 -3.726
H 0.067 -1.522 -5.810
H -2.241 -2.341 -5.710
H -3.401 -2.590 -3.546
H -4.141 -2.644 -1.027
H -4.339 -2.521 1.432
H -2.456 -1.760 2.803
H -0.313 -1.108 1.750
*
```

Here are the natural (NBO) charges for atoms 1 to 6, given in e: -0.6056 0.1234 -0.6305 -0.6167 -0.6669 -0.2498

***

B) Density functional theory data (wB97M-V/def2-TZVPD) for an isolated molecule of C20H24N2O2.

Calculated values
- HOMO-LUMO gap (eV) = 8.9471
- SMILES = Cc1ccccc1C(=O)c1cccn1CC(=O)N1CCCCCC1

ORCA input file:
```
! wB97M-V def2-TZVPD RIJCOSX def2/J DEFGRID3
* xyz 0 1
C -0.013 -2.066 1.906
C 1.026 -1.187 1.283
C 1.556 -0.115 1.991
C 2.523 0.706 1.438
C 2.996 0.455 0.161
C 2.496 -0.620 -0.551
C 1.501 -1.426 -0.008
C 1.014 -2.613 -0.787
O 1.759 -3.551 -1.008
C -0.379 -2.628 -1.206
C -1.134 -3.776 -1.409
C -2.436 -3.378 -1.715
C -2.440 -2.003 -1.720
N -1.206 -1.549 -1.412
C -0.856 -0.158 -1.431
C -1.408 0.566 -0.193
O -2.120 -0.019 0.600
N -1.091 1.873 -0.078
C -0.234 2.542 -1.041
C 0.145 3.980 -0.698
C 0.991 4.115 0.568
C 0.161 4.196 1.845
C -0.638 2.929 2.127
C -1.662 2.601 1.040
H 0.103 -3.099 1.587
H 0.051 -2.020 2.991
H -1.007 -1.726 1.612
H 1.213 0.064 3.000
H 2.923 1.529 2.013
H 3.763 1.082 -0.271
H 2.874 -0.845 -1.539
H -0.761 -4.776 -1.313
H -3.274 -4.016 -1.913
H -3.241 -1.321 -1.927
H -1.292 0.308 -2.323
H 0.228 -0.056 -1.481
H -0.731 2.545 -2.021
H 0.698 1.973 -1.139
H -0.743 4.608 -0.623
H 0.724 4.346 -1.550
H 1.591 5.025 0.492
H 1.678 3.269 0.631
H -0.523 5.046 1.774
H 0.830 4.384 2.687
H -1.168 3.053 3.072
H 0.037 2.078 2.230
H -2.428 1.943 1.456
H -2.147 3.511 0.678
*
```

Here are the natural (NBO) charges for atoms 1 to 6, given in e: -0.6577 0.0304 -0.2198 -0.1999 -0.2370 -0.1884

***

C) Density functional theory data (wB97M-V/def2-TZVPD) for an isolated molecule of C20H24N2O2.

Calculated values
- HOMO-LUMO gap (eV) = 8.4676
- SMILES = Cc1ccc2nc3c(c(C(=O)N4CCOCC4)c2c1)CCCCC3

ORCA input file:
```
! wB97M-V def2-TZVPD RIJCOSX def2/J DEFGRID3
* xyz 0 1
C -3.801 -2.052 -2.647
C -2.405 -1.539 -2.562
C -1.660 -1.363 -3.756
C -0.324 -0.953 -3.669
C 0.264 -0.621 -2.452
N 1.543 -0.190 -2.506
C 2.136 0.164 -1.366
C 1.467 0.129 -0.129
C 0.115 -0.339 -0.072
C -0.618 -0.499 1.226
O -0.358 -1.469 1.926
N -1.656 0.355 1.589
C -2.109 1.495 0.814
C -2.111 2.764 1.677
O -2.891 2.571 2.908
C -2.458 1.435 3.670
C -2.444 0.134 2.831
C -0.480 -0.746 -1.276
C -1.802 -1.239 -1.320
C 2.191 0.631 1.118
C 3.200 -0.355 1.641
C 4.039 -0.999 0.515
C 4.614 -0.052 -0.575
C 3.558 0.690 -1.433
H -3.836 -2.791 -3.421
H -4.501 -1.258 -2.870
H -4.163 -2.518 -1.730
H -2.120 -1.599 -4.722
H 0.272 -0.843 -4.565
H -3.144 1.372 0.464
H -1.462 1.647 -0.016
H -2.584 3.599 1.111
H -1.099 3.050 1.957
H -3.057 1.308 4.535
H -1.432 1.594 4.054
H -3.456 -0.070 2.533
H -2.086 -0.684 3.463
H -2.380 -1.354 -0.383
H 1.517 0.856 1.923
H 2.722 1.569 0.860
H 3.845 0.172 2.340
H 2.705 -1.168 2.210
H 4.875 -1.475 1.023
H 3.458 -1.805 0.081
H 5.295 0.696 -0.139
H 5.222 -0.700 -1.211
H 3.492 1.719 -1.157
H 3.906 0.730 -2.486
*
```

Here are the natural (NBO) charges for atoms 1 to 6, given in e: -0.6319 -0.0115 -0.2050 -0.1708 0.1102 -0.3986

***

Referenced to the most stable arrangement, the calculated values in hartree are A) 0.0571; B) 0.0000; C) 0.0092.